[1]
ORCA calculation (ωB97M-V/def2-TZVPD) on C7H14 in the gas phase.

Its structure (SMILES) is C[C@@H]1[C@H](C)C1(C)C. The calculation puts the highest occupied orbital energy at -9.4661 eV. As for the orbital gap: 10.53 eV. The total energy comes out at -7485.578 eV.

ORCA input file:
```
! wB97M-V def2-TZVPD RIJCOSX def2/J DEFGRID3
* xyz 0 1
C -1.7215 -1.1879 -0.3684
C -0.5836 -0.3421 -0.8928
C -0.2439 1.0329 -0.3554
C -0.9913 1.6569 0.8068
C 0.7165 -0.1132 -0.1563
C 0.9399 -0.6349 1.2503
C 1.9737 -0.1558 -1.0035
H -1.5744 -2.2384 -0.6448
H -2.6762 -0.8592 -0.7955
H -1.8185 -1.1494 0.7204
H -0.4607 -0.4403 -1.9725
H 0.0607 1.7595 -1.1090
H -1.7154 2.3985 0.4513
H -0.3024 2.1666 1.4910
H -1.5504 0.9203 1.3925
H 1.5858 0.0596 1.8035
H 1.4396 -1.6113 1.2385
H 0.0135 -0.7423 1.8207
H 1.8151 0.3069 -1.9844
H 2.8076 0.3671 -0.5189
H 2.2861 -1.1933 -1.1734
*
```


[2]
ORCA calculation (ωB97M-V/def2-TZVPD) on C5H8N2 in the gas phase.

Its structure (SMILES) is C1=NC[C@H]2C[C@@H]2N1. The calculation puts the highest occupied orbital energy at -7.5384 eV. As for the orbital gap: 8.53 eV. The total energy comes out at -8288.960 eV.

ORCA input file:
```
! wB97M-V def2-TZVPD RIJCOSX def2/J DEFGRID3
* xyz 0 1
C -0.8877 0.3393 -1.1157
C 0.5276 -1.4090 -0.9382
C 0.0515 -0.3103 0.9620
C -0.1690 1.0131 1.5157
C 0.0163 0.9055 -0.0204
H -0.7711 0.9504 -2.1077
H -1.9316 0.7595 -0.6807
H 1.0751 -2.3425 -1.3099
H 1.9444 -1.4405 0.7743
H -0.9093 -0.9259 0.8477
H -1.0886 1.4138 2.1043
H 0.6828 1.4548 1.8310
H 0.8651 1.4060 -0.5265
N -0.4065 -0.8457 -1.6602
N 1.0010 -0.9685 0.3243
*
```


[3]
ORCA calculation (ωB97M-V/def2-TZVPD) on a 4-piece molecular cluster, C19H36ClO10P overall.

Its structure (SMILES) is C#C[C@@H]1OC(=O)O[C@@]1(C=C)P(O)Cl.COCCOC.COCCOC.COCCOC. The calculation puts the highest occupied orbital energy at -9.0977 eV. As for the orbital gap: 9.29 eV. The total energy comes out at -62565.901 eV.

ORCA input file:
```
! wB97M-V def2-TZVPD RIJCOSX def2/J DEFGRID3
* xyz 0 1
C 3.2189 0.0750 0.8749
C 2.5708 -0.3424 -0.0327
C 1.6975 -0.6881 -1.1898
O 2.5174 -0.4950 -2.3537
C 2.7847 0.8700 -2.2842
O 3.7475 1.3845 -2.6891
O 1.7350 1.5036 -1.6381
C 0.7207 0.5004 -1.3945
C -0.0108 0.6828 -0.0792
C -0.8552 -0.2604 0.3516
P -0.2990 0.5595 -2.9954
O -1.8555 0.2018 -2.6674
Cl -0.2955 2.6072 -3.4495
H 3.5513 0.6508 1.7029
H 1.3066 -1.7009 -1.1673
H 0.1379 1.5848 0.5097
H -0.6297 -1.3214 0.2743
H -1.8037 0.0783 0.7611
H -2.0848 0.3279 -1.7308
C -2.0629 -1.8939 3.6831
O -0.6871 -1.5625 3.7704
C -0.3852 -0.8153 4.9410
C 0.2555 -1.6824 6.0048
O -0.6576 -2.6458 6.5101
C -0.4440 -3.9409 5.9748
H -2.1854 -2.6291 2.8881
H -2.4361 -2.3231 4.6156
H -2.6460 -1.0019 3.4286
H -1.2809 -0.3229 5.3307
H 0.3268 -0.0368 4.6479
H 0.5472 -1.0463 6.8464
H 1.1579 -2.1655 5.6188
H 0.4618 -4.3817 6.4038
H -0.3606 -3.9202 4.8856
H -1.2970 -4.5608 6.2480
C 0.5613 -4.9926 -6.6046
O 1.5669 -4.8576 -5.6153
C 2.0914 -3.5375 -5.5393
C 1.5184 -2.7761 -4.3629
O 0.1299 -2.5217 -4.5349
C -0.6817 -3.4016 -3.7795
H 0.0748 -5.9562 -6.4575
H -0.1916 -4.2047 -6.5267
H 1.0093 -4.9751 -7.6037
H 1.9155 -2.9943 -6.4722
H 3.1731 -3.6310 -5.4022
H 2.0138 -1.8079 -4.2988
H 1.7043 -3.3135 -3.4265
H -0.6363 -3.1389 -2.7147
H -0.3820 -4.4440 -3.9114
H -1.7096 -3.2872 -4.1218
C 0.1201 4.2252 0.2477
O -0.9760 4.0664 1.1362
C -0.8086 4.7818 2.3525
C -1.6181 6.0621 2.3591
O -1.1238 6.9940 1.4090
C -1.9058 7.0439 0.2272
H -0.1741 3.8275 -0.7231
H 0.3961 5.2747 0.1259
H 0.9839 3.6580 0.6123
H 0.2486 4.9924 2.5386
H -1.1705 4.1338 3.1576
H -1.5256 6.5304 3.3443
H -2.6772 5.8513 2.1842
H -2.8562 7.5507 0.4252
H -2.0993 6.0459 -0.1729
H -1.3528 7.6165 -0.5160
*
```


[4]
ORCA calculation (ωB97M-V/def2-TZVPD) on a 2-piece molecular cluster, C4H11N3O2 overall.

Its structure (SMILES) is [H]/N=C(\N)NC.CC(=O)O. The calculation puts the highest occupied orbital energy at -9.2744 eV. As for the orbital gap: 9.95 eV. The total energy comes out at -12891.398 eV.

ORCA input file:
```
! wB97M-V def2-TZVPD RIJCOSX def2/J DEFGRID3
* xyz 0 1
C -1.5474 1.8896 -0.8851
C -1.1279 -0.3909 -1.6586
N 0.1116 -0.1811 -1.5327
N -2.0615 0.6168 -1.4151
N -1.7205 -1.5792 -2.0341
H 0.7092 1.1350 2.0877
H 0.8144 -0.8858 -1.6532
H -2.7342 0.7410 -2.1580
H -2.6883 -1.6727 -1.7814
H -1.2086 -2.4089 -1.7652
H -0.5126 2.0179 -1.1889
H -1.5344 1.7467 0.1797
H -2.2949 2.6358 -1.1064
C 2.6191 -0.7259 1.6164
C 1.8464 -0.4409 2.8576
O 0.7301 0.3428 2.6312
O 2.0870 -0.7422 3.9774
H 2.0278 -0.5073 0.7385
H 3.1425 -1.6743 1.6433
H 3.3420 0.0836 1.4471
*
```


[5]
ORCA calculation (ωB97M-V/def2-TZVPD) on C3H7N3O in the gas phase.

Its structure (SMILES) is [H]/N=C/NC(=O)NC. The calculation puts the highest occupied orbital energy at -9.8005 eV. As for the orbital gap: 10.64 eV. The total energy comes out at -9742.651 eV.

ORCA input file:
```
! wB97M-V def2-TZVPD RIJCOSX def2/J DEFGRID3
* xyz 0 1
C 2.4133 0.2737 0.1545
N 1.1367 -0.0794 0.7458
C 0.1502 -0.6065 -0.0364
O 0.3451 -1.0887 -1.1379
N -1.1429 -0.4889 0.5027
C -2.1377 -0.2410 -0.4531
N -2.9123 0.7482 -0.2928
H 2.2939 0.2683 -0.9325
H 3.2061 -0.4321 0.4238
H 2.6979 1.2812 0.4797
H 0.8884 0.3568 1.6185
H -1.2453 0.1479 1.2850
H -2.1266 -0.9432 -1.2881
H -3.5668 0.8036 -1.0692
*
```


[6]
ORCA calculation (ωB97M-V/def2-TZVPD) on a 2-piece molecular cluster, C4H12N2O overall.

The calculation puts the highest occupied orbital energy (alpha / beta) at 1.0370 / -4.9886 eV. The expectation value of S² is 0.7504. As for the orbital gap (alpha / beta): 2.50 / 8.44 eV. The total energy comes out at -9368.265 eV.

ORCA input file:
```
! wB97M-V def2-TZVPD RIJCOSX def2/J DEFGRID3
* xyz -1 2
C 0.6518 1.9011 0.6340
C 0.4710 1.5868 -0.8542
C 0.2663 0.1091 -1.0727
C 1.1444 -0.8205 -1.4021
N 0.9668 -2.1987 -1.1892
N -0.6488 2.2087 1.2572
H 1.2392 2.8124 0.6733
H 1.1754 1.0456 1.0679
H -0.2982 2.2774 -1.2158
H 1.3458 1.9198 -1.4360
H -0.6891 -0.2157 -0.6653
H 2.1455 -0.7269 -1.8045
H 1.3646 -2.9142 -1.7707
H 0.1333 -2.5268 -0.7085
H -1.3055 1.4301 1.1900
H -0.4562 2.2668 2.2612
H -2.8162 -2.9715 0.9927
H -2.3101 -2.8421 2.4492
O -2.3799 -2.3414 1.5937
*
```